Record 1
C2H6BrNO | ωB97M-V/def2-TZVPD

Summary:
Structure (SMILES) = C=[N+](C)[O-].Br
Gap between HOMO and LUMO = 9.41 eV
HOMO energy = -8.880 eV
E_tot = -75748.264 eV

CARTESIAN COORDINATES (ANGSTROEM)
1 C 0.609 0.320 1.181
2 N 0.402 -0.541 0.183
3 C 0.816 -0.124 -1.102
4 O -0.052 -1.713 0.279
5 H 0.523 0.102 2.257
6 H 1.336 1.009 0.965
7 H 1.843 -0.373 -1.399
8 H 0.323 -0.732 -1.924
9 H 0.673 0.911 -1.281
10 Br -2.814 0.047 0.207
11 H -3.658 1.095 0.633

Cartesian forces, eV/Å:
C -0.574 -2.669 0.040
N 0.576 0.167 3.170
C 0.461 -1.221 -3.988
O -0.478 0.323 0.028
H -0.617 -0.528 -0.935
H 1.066 2.183 -0.786
H 0.211 0.056 1.075
H -0.261 0.821 1.377
H -0.288 0.901 0.018
Br 0.024 -0.195 -0.013
H -0.120 0.162 0.014

natural (NBO) atomic charge list, values in e, 2 entries: atom 1 (C): -0.2369, atom 2 (N): 0.1264


Record 2
C5H5ClN2O3S | ωB97M-V/def2-TZVPD

Summary:
Structure (SMILES) = CS(=O)(=O)c1ccc(Cl)[n+]([O-])n1
Gap between HOMO and LUMO (spin up / spin down) = 9.12 / 9.12 eV
HOMO energy (spin up / spin down) = -9.565 / -9.566 eV
E_tot = -37741.701 eV

CARTESIAN COORDINATES (ANGSTROEM)
1 C 2.100 1.567 -0.013
2 S 2.089 -0.184 -0.207
3 O 2.637 -0.840 0.946
4 O 2.421 -0.636 -1.566
5 C 0.275 -0.411 -0.017
6 C -0.429 -1.558 0.124
7 C -1.852 -1.515 0.250
8 C -2.522 -0.363 -0.029
9 Cl -4.181 -0.128 -0.217
10 N -1.749 0.870 0.057
11 O -2.363 1.919 0.063
12 N -0.477 0.828 -0.075
13 H 1.351 2.192 -0.556
14 H 1.801 1.592 1.026
15 H 3.148 1.747 -0.257
16 H 0.083 -2.612 0.150
17 H -2.331 -2.468 0.322

Cartesian forces, eV/Å:
C 0.205 -0.041 -0.281
S -2.535 -1.380 -2.257
O 0.542 0.367 -0.199
O -0.104 0.899 2.056
C -2.705 2.527 -0.475
C 1.023 -2.483 0.678
C 0.814 0.178 -1.445
C 1.144 0.618 1.421
Cl -0.078 -0.275 0.098
N -0.923 -2.515 -1.417
O -0.214 1.197 0.267
N 2.922 -1.632 0.557
H 0.897 -1.065 -0.077
H 0.579 0.664 0.483
H -0.037 0.755 0.449
H -0.939 2.332 0.084
H -0.593 -0.147 0.057

natural (NBO) atomic charge list, values in e, 2 entries: atom 1 (C): -0.8828, atom 2 (S): 2.1532


The records above give, respectively, molar mass values of 139.980; 208.626 g/mol.